(1)
Entry from the OMol25 dataset: a molecular structure, C2H3N3O (the ωB97M-V functional and the def2-TZVPD basis).

Output
Total energy = -8634.8589 eV
Energy above the lowest of the compared OMol25 structures with the same formula, charge and spin = 5.636 eV
Highest occupied orbital energy = -0.355 Eh

Structure (ORCA input):
```
! wB97M-V def2-TZVPD RIJCOSX def2/J DEFGRID3
* xyz 0 1
N -1.6354 -0.2862 0.0701
C -0.2699 -0.1686 0.0381
N 0.5306 -1.0910 0.4838
O 1.7941 -0.6198 0.4032
N 1.7497 0.6264 -0.2521
C 0.4766 0.9544 -0.5077
H -1.9559 -1.2332 0.2087
H -2.1028 0.1914 -0.6846
H 1.4130 1.6265 0.2405
*
```

=====

(2)
Entry from the OMol25 dataset: a single C3H8OP2 molecule in a non-equilibrium geometry (the ωB97M-V functional and the def2-TZVPD basis).

Output
Total energy = -23860.2566 eV
Energy above the lowest of the compared OMol25 structures with the same formula, charge and spin = 3.320 eV
Highest occupied orbital energy (alpha / beta) = -0.270 / -0.259 Eh

Structure (ORCA input):
```
! wB97M-V def2-TZVPD RIJCOSX def2/J DEFGRID3
* xyz 0 1
C -0.2632 -0.1432 -0.3203
C 1.0932 -0.0153 -1.0032
C 0.2701 1.6220 1.2659
O -0.5757 0.6712 0.6535
P -0.4789 -3.0278 0.8659
P -1.2592 -1.6709 -0.3101
H 1.3804 1.0020 -1.1188
H 1.9765 -0.6186 -0.6401
H 0.8135 -0.3308 -1.9920
H 0.7148 2.2181 0.4168
H 0.9475 1.1020 1.8399
H -0.3872 2.3695 2.0160
H -1.4952 -1.8857 -1.7270
H -2.7366 -1.2926 0.0536
*
```

=====

(3)
Entry from the OMol25 dataset: a single C21H22N2O4S molecule (the ωB97M-V functional and the def2-TZVPD basis).

Output
Total energy = -44139.3550 eV
Energy above the lowest of the compared OMol25 structures with the same formula, charge and spin = 1.892 eV
Highest occupied orbital energy = -0.328 Eh
SMILES string = C=CCN1C(=O)c2ccccc2Sc2ccc(C(=O)NCC(OC)OC)cc21

Structure (ORCA input):
```
! wB97M-V def2-TZVPD RIJCOSX def2/J DEFGRID3
* xyz 0 1
C -0.7994 -3.0941 -1.4595
C -0.5708 -3.3268 -0.1814
C -1.0415 -2.4817 0.9674
N -1.7790 -1.2885 0.5817
C -3.0915 -1.4848 0.2467
O -3.6098 -2.5779 0.3575
C -3.8622 -0.3418 -0.3217
C -4.5628 -0.5611 -1.5038
C -5.3890 0.4179 -2.0235
C -5.5495 1.6193 -1.3516
C -4.8677 1.8476 -0.1701
C -4.0245 0.8717 0.3345
S -3.1198 1.1871 1.8387
C -1.5221 1.1047 1.0505
C -0.7501 2.2550 1.0049
C 0.4972 2.2350 0.4156
C 0.9867 1.0521 -0.1307
C 2.3372 1.0809 -0.7681
O 2.7951 2.0888 -1.2704
N 2.9976 -0.1066 -0.7715
C 4.3649 -0.1880 -1.2148
C 5.3382 0.0069 -0.0352
O 5.0543 -1.0027 0.8814
C 5.7833 -0.9105 2.0896
O 6.6822 -0.0908 -0.4348
C 7.2296 1.0891 -0.9721
C 0.2070 -0.0960 -0.0934
C -1.0583 -0.0880 0.4908
H -0.4437 -3.7595 -2.2266
H -1.3595 -2.2375 -1.7987
H -0.0155 -4.2018 0.1290
H -0.1930 -2.1806 1.5895
H -1.7176 -3.0923 1.5778
H -4.4565 -1.5151 -1.9981
H -5.9201 0.2381 -2.9458
H -6.2074 2.3791 -1.7456
H -4.9856 2.7744 0.3700
H -1.1386 3.1590 1.4474
H 1.1053 3.1245 0.3667
H 2.7030 -0.8402 -0.1467
H 4.5523 -1.1688 -1.6553
H 4.5220 0.5985 -1.9545
H 5.1631 1.0043 0.4248
H 5.4555 -1.7462 2.7034
H 6.8570 -0.9837 1.9045
H 5.5661 0.0348 2.6012
H 6.7684 1.3527 -1.9287
H 7.1122 1.9305 -0.2792
H 8.2873 0.8852 -1.1247
H 0.5603 -1.0086 -0.5480
*
```

=====

Please write out number 2 again, unchanged.
Entry from the OMol25 dataset: a single C3H8OP2 molecule in a non-equilibrium geometry (the ωB97M-V functional and the def2-TZVPD basis).

Output
Total energy = -23860.2566 eV
Energy above the lowest of the compared OMol25 structures with the same formula, charge and spin = 3.320 eV
Highest occupied orbital energy (alpha / beta) = -0.270 / -0.259 Eh

Structure (ORCA input):
```
! wB97M-V def2-TZVPD RIJCOSX def2/J DEFGRID3
* xyz 0 1
C -0.2632 -0.1432 -0.3203
C 1.0932 -0.0153 -1.0032
C 0.2701 1.6220 1.2659
O -0.5757 0.6712 0.6535
P -0.4789 -3.0278 0.8659
P -1.2592 -1.6709 -0.3101
H 1.3804 1.0020 -1.1188
H 1.9765 -0.6186 -0.6401
H 0.8135 -0.3308 -1.9920
H 0.7148 2.2181 0.4168
H 0.9475 1.1020 1.8399
H -0.3872 2.3695 2.0160
H -1.4952 -1.8857 -1.7270
H -2.7366 -1.2926 0.0536
*
```

=====

energy above the lowest of the compared OMol25 structures with the same formula, charge and spin of number 3 (C21H22N2O4S)?
1.892 eV